No. 1
Density functional theory data (ωB97M-V/def2-TZVPD) for a 16-piece molecular cluster, C81H190N10O16 overall.

Atoms and positions in Å:
C (1.055, 4.316, -4.188)
O (0.280, 5.445, -3.737)
H (1.579, 3.983, -3.292)
H (0.401, 3.514, -4.532)
H (1.841, 4.545, -4.907)
H (-0.256, 5.030, -3.057)
C (0.862, 3.782, 3.139)
O (0.860, 2.766, 4.125)
H (1.074, 3.350, 2.160)
H (-0.068, 4.349, 3.182)
H (1.522, 4.606, 3.410)
H (0.796, 3.196, 4.981)
C (-2.179, 2.339, -5.452)
O (-2.795, 2.125, -4.217)
H (-1.340, 1.651, -5.554)
H (-2.749, 2.329, -6.381)
H (-1.852, 3.374, -5.361)
H (-3.734, 2.082, -4.413)
C (-5.415, 1.118, 3.866)
O (-5.693, 0.725, 5.190)
H (-6.021, 0.479, 3.224)
H (-5.500, 2.187, 3.667)
H (-4.344, 0.983, 3.714)
H (-6.652, 0.720, 5.229)
C (-0.649, -0.881, -6.508)
O (-0.773, -0.558, -7.844)
H (-0.604, -1.960, -6.356)
H (0.319, -0.447, -6.258)
H (-1.507, -0.638, -5.881)
H (-0.304, 0.279, -7.893)
C (3.476, -3.788, -3.325)
O (3.369, -5.029, -2.675)
H (3.953, -2.938, -2.838)
H (4.064, -3.946, -4.229)
H (2.479, -3.405, -3.543)
H (3.956, -5.004, -1.916)
C (-1.314, 5.310, -0.310)
C (-2.326, 4.866, -1.342)
C (-2.827, 6.007, -2.334)
O (-3.654, 6.931, -1.600)
C (-3.599, 8.325, -2.058)
N (-1.670, 3.823, -2.118)
H (-1.000, 4.523, 0.375)
H (-1.799, 6.086, 0.283)
H (-0.397, 5.729, -0.724)
H (-3.233, 4.490, -0.869)
H (-3.377, 5.602, -3.184)
H (-2.012, 6.555, -2.806)
H (-4.117, 9.084, -1.472)
H (-3.910, 8.486, -3.090)
H (-2.516, 8.448, -2.078)
H (-2.309, 3.544, -2.849)
H (-1.480, 3.010, -1.550)
C (-3.001, -3.761, -1.929)
C (-2.638, -4.480, -3.180)
C (-1.175, -4.273, -3.713)
O (-1.043, -5.249, -4.738)
C (0.207, -5.240, -5.382)
N (-2.885, -5.900, -2.876)
H (-2.839, -2.696, -2.097)
H (-2.451, -4.061, -1.037)
H (-4.069, -3.926, -1.791)
H (-3.233, -4.123, -4.021)
H (-0.471, -4.428, -2.896)
H (-1.136, -3.222, -3.997)
H (0.990, -5.554, -4.691)
H (0.370, -4.226, -5.748)
H (0.280, -5.958, -6.199)
H (-2.425, -6.319, -3.672)
H (-2.287, -6.213, -2.125)
C (0.325, -5.759, -0.249)
C (0.066, -6.925, 0.778)
C (-1.397, -6.949, 1.487)
O (-1.792, -5.809, 2.184)
C (-2.580, -5.993, 3.318)
N (0.416, -8.215, 0.091)
H (0.149, -4.828, 0.291)
H (-0.306, -5.785, -1.137)
H (1.343, -5.765, -0.637)
H (0.730, -6.658, 1.600)
H (-1.483, -7.841, 2.109)
H (-2.151, -7.096, 0.714)
H (-2.269, -6.871, 3.884)
H (-3.640, -6.064, 3.074)
H (-2.386, -5.204, 4.044)
H (0.564, -7.969, -0.877)
H (1.350, -8.467, 0.381)
C (-2.052, -1.119, 0.694)
C (-1.568, 0.282, 0.376)
C (-0.460, 0.680, 1.370)
C (0.882, 0.084, 1.110)
C (1.279, 0.393, -0.374)
C (0.256, -0.024, -1.421)
N (-1.122, 0.469, -1.057)
O (-2.127, 0.229, -2.001)
C (0.699, 0.725, -2.717)
C (0.413, -1.556, -1.624)
C (-2.793, 1.274, 0.610)
H (-2.552, -1.123, 1.663)
H (-1.146, -1.718, 0.784)
H (-2.722, -1.536, -0.058)
H (-0.312, 1.750, 1.222)
H (-0.706, 0.556, 2.425)
H (0.909, -1.003, 1.172)
H (1.715, 0.435, 1.720)
H (2.300, 0.052, -0.547)
H (1.327, 1.481, -0.402)
H (0.120, 0.401, -3.581)
H (0.546, 1.804, -2.699)
H (1.756, 0.530, -2.899)
H (-0.459, -1.981, -2.122)
H (1.274, -1.774, -2.256)
H (0.461, -2.204, -0.749)
H (-3.670, 1.056, 0.001)
H (-2.466, 2.307, 0.491)
H (-3.106, 1.214, 1.653)
H (-2.122, 1.040, -2.515)
C (7.506, 2.899, -5.944)
C (7.256, 1.425, -6.141)
C (8.103, 0.684, -5.064)
C (7.445, 0.698, -3.687)
C (5.950, 0.132, -3.806)
C (5.048, 0.947, -4.795)
N (5.777, 1.112, -6.052)
O (4.982, 1.724, -6.989)
C (3.788, 0.063, -4.958)
C (4.645, 2.289, -4.177)
C (7.730, 0.932, -7.511)
H (6.968, 3.519, -6.662)
H (8.582, 3.068, -5.971)
H (7.305, 3.334, -4.965)
H (8.521, -0.305, -5.250)
H (8.993, 1.283, -4.870)
H (7.465, 1.723, -3.318)
H (8.049, 0.254, -2.896)
H (5.405, 0.104, -2.863)
H (6.000, -0.912, -4.117)
H (2.980, 0.762, -5.173)
H (3.740, -0.590, -5.829)
H (3.444, -0.533, -4.112)
H (4.155, 2.218, -3.206)
H (5.533, 2.865, -3.915)
H (3.966, 2.894, -4.778)
H (7.430, -0.109, -7.629)
H (8.800, 1.033, -7.694)
H (7.131, 1.451, -8.259)
H (4.896, 1.079, -7.695)
C (-6.598, 4.156, -1.340)
C (-7.249, 3.561, -0.034)
C (-6.112, 3.456, 1.059)
C (-5.638, 4.788, 1.767)
C (-6.879, 5.541, 2.268)
C (-7.942, 5.733, 1.204)
N (-8.278, 4.478, 0.513)
O (-9.414, 4.517, -0.286)
C (-9.206, 6.091, 2.050)
C (-7.515, 6.878, 0.263)
C (-7.742, 2.186, -0.341)
H (-7.417, 4.456, -1.993)
H (-6.059, 3.379, -1.883)
H (-6.018, 5.068, -1.203)
H (-6.437, 2.675, 1.747)
H (-5.245, 2.997, 0.585)
H (-5.072, 5.371, 1.040)
H (-4.911, 4.548, 2.542)
H (-6.620, 6.564, 2.542)
H (-7.315, 5.055, 3.141)
H (-9.586, 5.242, 2.619)
H (-9.092, 6.927, 2.739)
H (-10.057, 6.405, 1.446)
H (-8.336, 7.248, -0.352)
H (-7.165, 7.701, 0.886)
H (-6.640, 6.741, -0.373)
H (-8.247, 1.682, 0.484)
H (-6.864, 1.598, -0.608)
H (-8.504, 2.143, -1.119)
H (-9.956, 3.765, -0.035)
C (3.163, -4.009, 7.474)
C (2.491, -2.645, 7.080)
C (3.640, -1.789, 6.422)
C (3.075, -0.596, 5.764)
C (1.996, -0.979, 4.711)
C (0.847, -1.907, 5.224)
N (1.424, -2.888, 6.111)
O (0.532, -3.789, 6.636)
C (-0.153, -0.982, 6.028)
C (0.149, -2.534, 3.999)
C (1.984, -1.880, 8.397)
H (3.985, -3.912, 8.183)
H (3.485, -4.524, 6.569)
H (2.491, -4.697, 7.986)
H (4.256, -1.372, 7.218)
H (4.347, -2.321, 5.785)
H (3.852, -0.123, 5.162)
H (2.499, 0.059, 6.417)
H (2.429, -1.345, 3.780)
H (1.615, 0.019, 4.491)
H (-0.735, -1.594, 6.717)
H (0.312, -0.162, 6.575)
H (-0.827, -0.436, 5.367)
H (-0.124, -1.784, 3.257)
H (0.794, -3.195, 3.420)
H (-0.733, -3.063, 4.361)
H (1.554, -0.898, 8.203)
H (2.825, -1.678, 9.061)
H (1.350, -2.533, 8.997)
H (0.915, -4.657, 6.491)
C (3.774, -5.206, 1.388)
C (4.423, -3.762, 1.333)
C (4.541, -3.164, 2.749)
C (5.345, -1.877, 2.826)
C (6.734, -2.080, 2.194)
C (6.679, -2.600, 0.711)
N (5.801, -3.795, 0.707)
O (5.770, -4.440, -0.520)
C (6.292, -1.430, -0.285)
C (8.208, -2.977, 0.385)
C (3.405, -2.781, 0.670)
H (4.557, -5.929, 1.616)
H (3.362, -5.538, 0.435)
H (2.942, -5.298, 2.086)
H (3.604, -2.986, 3.278)
H (5.021, -3.942, 3.342)
H (5.436, -1.594, 3.875)
H (4.809, -0.998, 2.470)
H (7.295, -2.776, 2.818)
H (7.173, -1.099, 2.378)
H (5.687, -1.819, -1.104)
H (5.514, -0.788, 0.128)
H (7.070, -0.744, -0.621)
H (8.392, -3.870, 0.983)
H (8.561, -3.147, -0.632)
H (8.890, -2.213, 0.758)
H (3.269, -3.027, -0.383)
H (3.640, -1.717, 0.694)
H (2.418, -2.871, 1.124)
H (6.522, -5.023, -0.396)
C (-5.673, -4.609, 0.939)
C (-6.396, -3.726, 2.066)
C (-5.682, -2.324, 2.228)
C (-5.853, -1.387, 1.047)
C (-7.355, -1.067, 0.947)
C (-8.229, -2.364, 0.828)
N (-7.801, -3.476, 1.704)
O (-8.532, -4.594, 1.550)
C (-9.658, -2.022, 1.214)
C (-8.224, -2.723, -0.678)
C (-6.322, -4.495, 3.380)
H (-5.771, -4.168, -0.053)
H (-4.620, -4.595, 1.222)
H (-6.010, -5.642, 0.858)
H (-5.924, -1.871, 3.189)
H (-4.601, -2.454, 2.265)
H (-5.364, -0.441, 1.278)
H (-5.351, -1.722, 0.139)
H (-7.403, -0.463, 0.041)
H (-7.563, -0.469, 1.835)
H (-10.333, -2.764, 0.786)
H (-9.968, -1.093, 0.734)
H (-9.837, -2.054, 2.289)
H (-8.681, -1.951, -1.297)
H (-8.900, -3.559, -0.856)
H (-7.223, -2.990, -1.015)
H (-6.619, -3.827, 4.189)
H (-6.978, -5.358, 3.490)
H (-5.330, -4.875, 3.624)
H (-8.276, -4.934, 0.690)
C (6.471, 1.708, 2.099)
C (5.342, 2.649, 1.659)
C (5.474, 3.838, 2.652)
C (4.605, 5.041, 2.311)
C (4.800, 5.512, 0.889)
C (4.771, 4.338, -0.216)
N (5.477, 3.118, 0.281)
O (5.440, 2.014, -0.673)
C (3.309, 4.202, -0.737)
C (5.580, 4.928, -1.382)
C (3.960, 2.113, 2.002)
H (6.253, 1.228, 3.053)
H (7.447, 2.194, 2.095)
H (6.630, 0.942, 1.339)
H (5.188, 3.382, 3.600)
H (6.507, 4.182, 2.716)
H (4.932, 5.840, 2.976)
H (3.528, 4.955, 2.459)
H (5.756, 6.027, 0.990)
H (4.113, 6.309, 0.605)
H (2.934, 5.204, -0.946)
H (3.200, 3.511, -1.573)
H (2.626, 3.795, 0.008)
H (5.204, 5.920, -1.636)
H (6.613, 5.138, -1.106)
H (5.633, 4.340, -2.298)
H (3.440, 1.631, 1.175)
H (3.225, 2.874, 2.266)
H (4.015, 1.354, 2.782)
H (6.359, 2.050, -0.949)

For the calculated total energy, the calculation gives -4950.9691 Ha. For the HOMO-LUMO gap, the calculation gives 8.21 eV. Its HOMO energy is -7.92 eV. As for the charge: 0.



No. 2
Density functional theory data (ωB97M-V/def2-TZVPD) for C81H67AsCl3NO4P3Ti as an isolated structure.

Atoms and positions in Å:
Ti (0.192, 0.791, 0.402)
O (-1.572, 2.722, 1.675)
C (-2.174, 2.060, 2.785)
C (-1.708, 0.597, 2.676)
O (-2.109, -0.278, 3.401)
O (-0.827, 0.407, 1.737)
C (-1.752, 2.672, 4.122)
C (-1.644, 4.054, 4.226)
C (-1.392, 4.649, 5.452)
C (-1.264, 3.878, 6.593)
C (-1.374, 2.503, 6.495)
C (-1.620, 1.903, 5.273)
C (-3.699, 2.106, 2.771)
C (-4.393, 2.714, 1.733)
C (-5.774, 2.799, 1.777)
C (-6.476, 2.289, 2.854)
C (-5.785, 1.674, 3.885)
C (-4.408, 1.581, 3.847)
H (-1.925, 3.622, 1.667)
H (-1.777, 4.687, 3.360)
H (-1.313, 5.721, 5.522)
H (-1.093, 4.343, 7.552)
H (-1.290, 1.891, 7.381)
H (-1.746, 0.831, 5.229)
H (-3.866, 3.124, 0.884)
H (-6.305, 3.278, 0.969)
H (-7.549, 2.381, 2.891)
H (-6.322, 1.277, 4.730)
H (-3.890, 1.111, 4.665)
C (7.391, 2.323, 0.765)
C (6.667, 0.982, 0.565)
C (7.702, -0.147, 0.429)
C (5.782, 0.687, 1.761)
C (6.306, 0.552, 3.043)
C (5.505, 0.229, 4.126)
C (4.145, 0.035, 3.965)
C (3.592, 0.198, 2.703)
P (1.790, 0.171, 2.371)
C (1.334, -1.169, 3.510)
C (0.537, -1.044, 4.638)
C (0.242, -2.166, 5.394)
C (0.728, -3.409, 5.027)
C (1.533, -3.535, 3.904)
C (1.841, -2.421, 3.147)
C (1.497, 1.821, 3.111)
C (1.343, 2.843, 2.173)
C (1.285, 4.166, 2.574)
C (1.383, 4.478, 3.922)
C (1.558, 3.471, 4.856)
C (1.629, 2.148, 4.458)
C (4.410, 0.535, 1.629)
O (3.721, 0.697, 0.454)
C (4.455, 0.934, -0.678)
C (3.679, 1.040, -1.831)
C (4.290, 1.297, -3.050)
C (5.664, 1.445, -3.088)
C (6.421, 1.326, -1.937)
C (5.835, 1.071, -0.701)
P (1.895, 0.676, -1.621)
C (2.066, -1.098, -2.031)
C (1.970, -1.989, -0.963)
C (2.273, -3.329, -1.146)
C (2.654, -3.787, -2.399)
C (2.766, -2.898, -3.459)
C (2.492, -1.554, -3.277)
C (1.333, 1.584, -3.100)
C (1.646, 2.946, -3.060)
C (1.372, 3.759, -4.141)
C (0.759, 3.222, -5.264)
C (0.415, 1.881, -5.295)
C (0.702, 1.057, -4.216)
H (7.982, 2.304, 1.675)
H (6.676, 3.141, 0.829)
H (8.059, 2.514, -0.069)
H (8.328, -0.195, 1.316)
H (8.347, 0.031, -0.425)
H (7.214, -1.111, 0.299)
H (7.362, 0.699, 3.202)
H (5.950, 0.128, 5.104)
H (3.531, -0.243, 4.809)
H (0.150, -0.078, 4.922)
H (-0.373, -2.065, 6.275)
H (0.478, -4.282, 5.610)
H (1.920, -4.503, 3.623)
H (2.487, -2.512, 2.278)
H (1.319, 2.584, 1.097)
H (1.190, 4.952, 1.840)
H (1.343, 5.508, 4.240)
H (1.656, 3.720, 5.901)
H (1.804, 1.383, 5.198)
H (3.709, 1.398, -3.953)
H (6.146, 1.665, -4.027)
H (7.491, 1.441, -2.005)
H (1.664, -1.614, 0.020)
H (2.228, -4.014, -0.312)
H (2.879, -4.832, -2.547)
H (3.099, -3.250, -4.423)
H (2.618, -0.862, -4.098)
H (2.143, 3.348, -2.181)
H (1.647, 4.803, -4.114)
H (0.554, 3.853, -6.114)
H (-0.062, 1.470, -6.170)
H (0.454, 0.007, -4.264)
Cl (-2.870, 4.867, -0.841)
C (-1.418, 4.394, -1.763)
Cl (-0.175, 5.685, -1.660)
Cl (-1.894, 4.181, -3.498)
C (-0.903, 3.191, -1.214)
N (-0.469, 2.201, -0.769)
C (-1.288, -2.255, -2.109)
C (-1.081, -3.671, -1.631)
As (-1.403, -5.051, -3.073)
C (-3.335, -4.858, -3.340)
C (-4.229, -4.466, -2.352)
C (-5.588, -4.409, -2.611)
C (-6.076, -4.763, -3.857)
C (-5.198, -5.192, -4.840)
C (-3.842, -5.243, -4.581)
C (-0.849, -3.979, -4.633)
C (0.373, -4.274, -5.228)
C (0.801, -3.584, -6.349)
C (0.017, -2.577, -6.885)
C (-1.209, -2.285, -6.311)
C (-1.643, -2.990, -5.203)
P (-1.339, -0.946, -0.768)
C (-2.575, 0.176, -1.510)
C (-2.507, 0.468, -2.872)
C (-3.472, 1.257, -3.468)
C (-4.512, 1.771, -2.713)
C (-4.567, 1.510, -1.354)
C (-3.600, 0.729, -0.747)
C (-2.285, -1.865, 0.490)
C (-3.635, -2.173, 0.328)
C (-4.281, -2.947, 1.275)
C (-3.588, -3.425, 2.377)
C (-2.236, -3.159, 2.516)
C (-1.581, -2.392, 1.570)
H (-2.268, -2.170, -2.591)
H (-0.515, -1.989, -2.836)
H (-1.761, -3.922, -0.814)
H (-0.065, -3.822, -1.267)
H (-3.864, -4.209, -1.364)
H (-6.270, -4.095, -1.834)
H (-7.135, -4.717, -4.058)
H (-5.574, -5.490, -5.807)
H (-3.156, -5.577, -5.353)
H (0.977, -5.073, -4.813)
H (1.733, -3.849, -6.825)
H (0.345, -2.038, -7.761)
H (-1.845, -1.525, -6.742)
H (-2.629, -2.790, -4.799)
H (-1.708, 0.058, -3.472)
H (-3.425, 1.454, -4.528)
H (-5.277, 2.373, -3.177)
H (-5.381, 1.898, -0.763)
H (-3.661, 0.514, 0.313)
H (-4.173, -1.814, -0.540)
H (-5.325, -3.193, 1.146)
H (-4.103, -4.014, 3.120)
H (-1.691, -3.548, 3.360)
H (-0.517, -2.192, 1.670)

For the calculated total energy, the calculation gives -8972.0257 Ha. The multiplicity is 2. For the HOMO-LUMO gap (spin up / spin down), the calculation gives 5.83 / 5.85 eV. Its HOMO energy (spin up / spin down) is -11.83 / -11.83 eV. As for the charge: +2.